No. 1
52
Properties=species:S:1:pos:R:3:forces:R:3:nbo_charge:R:1 method="wB97M-V/def2-TZVPD" charge=0 smiles="Cc1ccc(CCNC(=O)[C@H]2CCC(=O)N2CCc2ccccc2)cc1" gap_ev=9.6 e_lumo_ha=0.024 energy_ev=-30313.128
C -4.256820 -0.324296 -1.448770 0.05 -0.06 0.03 -0.63
C -3.296002 0.717026 -0.967390 -0.04 0.06 -0.07 -0.01
C -3.485306 1.349218 0.255589 0.03 0.02 -0.05 -0.21
C -2.569846 2.269709 0.729643 0.02 -0.01 -0.01 -0.23
C -1.444724 2.602218 -0.014785 0.05 0.14 -0.05 0.05
C -1.270104 1.992562 -1.251997 -0.02 0.07 0.01 -0.27
C -2.179423 1.059186 -1.717878 -0.08 -0.06 0.04 -0.20
H -2.019713 0.590485 -2.678652 0.00 -0.05 -0.11 0.21
H -0.421778 2.264039 -1.867342 0.09 0.04 -0.05 0.21
C -0.402469 3.531454 0.542428 0.09 -0.20 0.16 -0.44
H 0.127906 4.037281 -0.266230 0.00 0.05 0.03 0.22
H -0.867214 4.285471 1.178390 0.00 0.05 -0.02 0.22
C 0.607364 2.737459 1.384391 0.06 0.25 0.13 -0.21
N 1.287096 1.764133 0.561604 -0.49 0.12 -0.08 -0.63
C 2.618524 1.571466 0.567781 -0.03 -0.31 -0.39 0.67
O 3.377750 2.160596 1.304745 0.25 0.14 0.27 -0.62
C 3.090160 0.528216 -0.465889 0.13 0.20 -0.08 -0.11
N 2.942656 -0.828737 0.023894 -0.21 0.34 0.20 -0.43
C 4.026675 -1.616888 -0.181564 0.40 0.02 -0.13 0.69
O 4.095167 -2.787465 0.115933 0.06 -0.38 0.03 -0.62
C 5.093290 -0.781427 -0.864145 0.00 0.03 -0.04 -0.50
H 5.155144 -1.101488 -1.906525 0.01 -0.07 0.02 0.23
C 4.596452 0.654157 -0.731208 0.05 0.02 0.00 -0.41
H 5.049222 1.141388 0.134488 -0.08 -0.02 -0.10 0.25
H 4.800590 1.258229 -1.613054 -0.02 0.04 0.03 0.22
H 6.064602 -0.949357 -0.403709 -0.03 -0.07 -0.01 0.24
C 1.717040 -1.353007 0.567541 -0.13 -0.30 -0.03 -0.22
H 1.970900 -2.322329 1.005826 -0.07 0.14 0.01 0.25
H 1.351212 -0.696446 1.362368 0.02 -0.11 -0.04 0.20
C 0.630302 -1.558003 -0.502320 0.15 0.03 0.27 -0.44
C -0.633528 -2.074507 0.122714 0.02 0.04 -0.11 0.07
C -1.392446 -1.252109 0.946778 0.03 -0.09 0.00 -0.25
C -2.548260 -1.723574 1.541369 -0.02 0.04 0.07 -0.20
C -2.964668 -3.024792 1.316505 -0.08 -0.05 0.04 -0.23
C -2.214616 -3.852097 0.498675 -0.06 -0.10 0.01 -0.21
C -1.054704 -3.379852 -0.090638 0.01 0.02 -0.01 -0.23
H -0.470158 -4.031511 -0.723761 0.07 -0.06 -0.08 0.21
H -2.532080 -4.868992 0.320393 -0.03 -0.08 -0.01 0.21
H -3.869448 -3.392552 1.777560 -0.07 -0.03 0.04 0.21
H -3.126344 -1.071833 2.179453 -0.06 0.07 0.06 0.21
H -1.083360 -0.231677 1.121265 0.04 0.19 0.00 0.21
H 1.001824 -2.265877 -1.245035 0.01 0.06 -0.04 0.22
H 0.419672 -0.612475 -1.011102 0.01 -0.01 -0.10 0.19
H 2.502194 0.661449 -1.388347 0.04 0.04 0.10 0.18
H 0.698822 1.243414 -0.072504 0.22 -0.05 -0.03 0.41
H 1.371366 3.392346 1.808203 -0.10 -0.09 0.01 0.24
H 0.083108 2.231500 2.204735 0.05 0.12 0.00 0.19
H -2.729638 2.740646 1.689335 -0.03 0.07 0.11 0.21
H -4.358480 1.111060 0.845517 -0.11 -0.04 0.07 0.21
H -3.963263 -1.299350 -1.056879 -0.03 -0.10 0.00 0.23
H -5.265728 -0.112126 -1.102803 -0.09 -0.03 -0.01 0.22
H -4.258926 -0.381950 -2.534585 -0.05 -0.03 -0.07 0.22

No. 2
14
Properties=species:S:1:pos:R:3:forces:R:3:nbo_charge:R:1 method="wB97M-V/def2-TZVPD" charge=0 smiles="CN(C)C(N)=O" gap_ev=10.0 e_lumo_ha=0.035 energy_ev=-8267.951
C -0.618413 0.393621 1.292871 -0.12 0.23 0.11 -0.41
N 0.182582 -0.128820 0.207896 -0.05 0.47 0.02 -0.54
C 1.306882 0.691084 -0.184445 0.08 0.26 -0.06 -0.41
C -0.653163 -0.492060 -0.958158 0.11 0.37 0.24 0.78
O -1.291325 0.262008 -1.656934 0.27 -0.39 0.29 -0.61
N -0.464074 -1.820937 -0.958671 -0.03 0.16 -0.01 -0.86
H -1.388272 -0.342699 1.559544 0.13 0.22 -0.06 0.20
H 0.023119 0.549911 2.166464 -0.13 0.06 -0.13 0.20
H -1.100796 1.334690 1.004196 -0.08 0.06 0.21 0.19
H 0.964193 1.647854 -0.595122 0.23 0.11 0.00 0.19
H 1.949097 0.858007 0.686862 -0.10 0.06 -0.16 0.20
H 1.889912 0.157679 -0.947098 -0.12 0.18 0.15 0.20
H -0.878557 -2.472934 -1.612735 0.27 0.05 0.35 0.41
H 0.174995 -1.828379 -0.126926 -0.48 -1.84 -0.95 0.45

No. 3
78
Properties=species:S:1:pos:R:3:forces:R:3:lowdin_charge:R:1 method="wB97M-V/def2-TZVPD" charge=-1 gap_ev=3.8 e_lumo_ha=0.066 energy_ev=-194777.306
N -0.170354 4.477901 1.508652 -0.16 -0.14 -0.18 0.03
C 0.333325 3.253398 0.802805 0.00 0.72 1.01 -0.66
N 1.582579 3.639819 0.156033 -0.06 -0.46 0.09 0.08
N -0.647080 2.982978 -0.216145 0.12 0.72 -0.60 0.07
C 0.532759 2.113482 1.874661 -0.16 -0.89 -1.41 -0.17
C -0.003110 0.717710 1.460836 0.12 0.61 1.13 -0.31
C 0.857956 -0.331483 2.197224 -0.58 0.64 -1.30 -0.23
C 2.063183 -0.807572 1.318704 0.16 -1.20 0.79 -0.10
C 3.338208 -0.248447 1.842143 -1.49 -1.56 0.26 -0.56
O 3.963610 0.579747 1.296189 1.73 2.58 -1.42 0.10
O 3.778823 -0.755450 3.032045 -0.54 -0.52 0.81 0.07
C -1.476377 0.561047 1.847189 1.89 -0.12 -0.10 -0.23
C -1.817166 0.223492 3.316859 1.30 1.99 -2.14 -0.79
O -2.709857 -0.450811 3.574232 -3.08 -2.68 1.50 0.03
Cl -0.863799 0.864070 4.720852 0.52 0.34 0.23 0.59
H 0.483825 4.687661 2.258852 0.04 -0.14 -0.02 0.06
H -1.015746 4.184775 1.995610 -0.04 0.20 0.01 0.05
H 2.382894 3.189879 0.579662 0.00 0.13 0.02 0.05
H 1.662693 4.646716 0.192964 0.12 -0.03 -0.18 0.06
H -0.408379 2.151738 -0.737969 -0.27 -0.20 0.40 0.00
H -1.597213 2.973832 0.120708 0.05 -0.33 0.07 0.03
H 0.091371 2.472470 2.818016 0.12 0.05 0.03 0.06
H 1.603844 1.962371 2.035887 0.08 0.39 0.15 0.08
H 1.255496 0.111367 3.121283 0.03 -0.51 0.31 0.06
H 0.230311 -1.200370 2.416297 0.21 -0.08 0.26 0.10
H 2.154157 -1.897759 1.408124 -0.02 -0.03 0.09 0.12
H 1.930091 -0.591277 0.265884 -0.06 0.43 0.06 0.06
H 3.897270 -0.035561 3.666022 0.27 0.03 -0.23 0.11
H -2.076187 1.422675 1.553319 -0.05 0.13 0.17 0.09
H -1.868960 -0.282703 1.275339 -0.10 0.34 0.66 -0.01
Cl -3.251937 -1.662062 0.168783 -0.37 -0.39 -0.32 0.64
C -4.734755 -1.095866 -0.641827 0.14 0.08 -0.18 -0.73
C -4.439180 -0.165444 -1.794167 0.11 0.06 -0.06 -0.69
Cl -3.785997 1.400381 -1.247831 0.05 0.00 0.02 0.58
H -5.363365 -0.619444 0.106190 0.29 0.15 -0.25 -0.03
H -5.250930 -1.983164 -1.008011 0.03 0.01 -0.02 0.03
H -5.355761 0.048681 -2.335959 0.26 0.12 0.13 -0.04
H -3.723803 -0.601727 -2.489282 0.09 0.01 0.11 0.07
Cl -7.313663 -1.171233 -2.551579 -0.05 -0.22 -0.56 0.61
C -8.545737 -0.557163 -3.677902 -0.17 -0.12 0.01 -0.65
C -7.939518 -0.089375 -4.976086 -0.07 0.02 -0.11 -0.66
Cl -6.955046 1.379072 -4.762091 0.05 -0.03 0.02 0.56
H -9.088845 0.242858 -3.178378 0.09 0.04 0.00 0.06
H -9.240404 -1.375141 -3.867739 0.04 -0.01 -0.03 0.07
H -8.730616 0.157171 -5.683440 -0.02 0.02 0.05 0.07
H -7.308114 -0.856021 -5.419079 0.04 0.02 0.07 0.07
Cl 4.248208 1.933622 -2.918985 -0.05 0.01 -0.03 0.53
C 3.880309 0.236664 -2.520977 0.22 -0.21 0.02 -0.67
C 2.504412 -0.178233 -2.976793 -0.09 0.02 -0.04 -0.66
Cl 1.243649 0.630946 -2.022655 -0.01 -0.09 -0.11 0.62
H 3.989761 0.112726 -1.444242 -0.07 0.14 0.02 0.05
H 4.637510 -0.371377 -3.016987 -0.03 0.00 -0.04 0.07
H 2.377171 -1.251085 -2.828772 0.07 0.00 0.05 0.07
H 2.343185 0.044016 -4.030197 0.05 0.07 0.02 0.06
Cl 7.087199 2.388101 -0.435840 0.12 0.04 -0.02 0.54
C 6.912559 0.921752 0.562750 -0.13 0.03 0.14 -0.68
C 8.067999 0.729279 1.507956 -0.17 -0.02 0.09 -0.64
Cl 9.583796 0.321311 0.651516 0.14 0.02 0.02 0.53
H 6.801395 0.073207 -0.106497 0.07 0.04 -0.05 0.02
H 5.988279 1.035064 1.129227 0.11 -0.02 -0.05 0.04
H 7.856325 -0.098526 2.183468 -0.03 -0.04 -0.08 0.07
H 8.249009 1.621233 2.103017 0.07 0.03 -0.09 0.07
Cl -6.878870 -1.609307 1.538215 -0.53 -0.15 0.28 0.65
C -8.602508 -1.614659 1.999804 0.07 -0.03 0.16 -0.64
C -9.493857 -2.170533 0.916979 -0.08 -0.09 0.11 -0.64
Cl -9.577169 -1.094445 -0.500233 -0.44 0.03 0.36 0.55
H -8.881934 -0.596621 2.261153 0.03 0.01 -0.08 0.07
H -8.685734 -2.233359 2.892692 -0.02 -0.04 -0.04 0.07
H -10.510412 -2.276828 1.293932 0.03 0.05 0.04 0.07
H -9.149173 -3.145495 0.579456 0.08 0.06 -0.05 0.07
Cl 6.786230 -2.708202 -0.018792 -0.03 -0.01 -0.01 0.58
C 8.076938 -3.843332 -0.484295 0.05 -0.10 0.01 -0.66
C 9.400267 -3.154061 -0.709204 0.11 -0.07 0.07 -0.68
Cl 9.391419 -2.119305 -2.158634 -0.04 -0.01 0.00 0.53
H 7.749460 -4.375208 -1.374667 -0.01 0.08 -0.02 0.07
H 8.172931 -4.560899 0.329748 0.04 0.04 0.02 0.07
H 10.178241 -3.901764 -0.860684 -0.05 -0.04 -0.03 0.07
H 9.678741 -2.534255 0.140516 -0.09 0.08 -0.05 0.03

No. 4
13
Properties=species:S:1:pos:R:3:forces:R:3:nbo_charge:R:1 method="wB97M-V/def2-TZVPD" charge=0 smiles="C[C@H]1N[C@H]1C=O" gap_ev=10.5 e_lumo_ha=0.032 energy_ev=-7797.553
C -1.019950 -0.354679 1.198198 0.00 0.03 0.04 -0.62
C -0.381342 -0.767160 -0.105018 -0.07 -0.18 0.18 -0.07
N -0.620297 0.119654 -1.235056 -0.10 -0.05 -0.20 -0.57
C 0.749520 -0.031093 -0.724267 0.25 -0.04 -0.01 -0.21
C 1.341174 1.216436 -0.134552 0.19 0.17 -0.17 0.43
O 2.093286 1.927985 -0.754786 -0.20 -0.31 0.27 -0.50
H -1.063256 0.735822 1.273023 -0.01 -0.17 0.01 0.22
H -0.467495 -0.747008 2.058072 -0.05 0.04 -0.10 0.21
H -2.046912 -0.731243 1.252852 0.15 0.05 -0.03 0.22
H -0.392504 -1.839831 -0.302350 0.01 0.18 0.00 0.20
H -0.718576 -0.390287 -2.108492 -0.01 0.08 0.11 0.36
H 1.457728 -0.595298 -1.331382 -0.12 0.14 0.07 0.22
H 1.068629 1.456708 0.913755 -0.03 0.05 -0.17 0.11